A:
11
Properties=species:S:1:pos:R:3:lowdin_charge:R:1 method="wB97M-V/def2-TZVPD" spin_multiplicity=1 e_homo_ev=-8.56 homo_lumo_gap_ha=0.3533
C -0.552 1.623 -2.461 0.135
C -0.351 0.811 -1.595 -0.053
C -0.117 0.010 -0.448 -0.313
C -0.762 -0.010 0.751 -0.015
C 0.064 -0.771 1.631 -0.061
C 1.133 -1.166 0.895 -0.114
O 1.040 -0.707 -0.374 0.043
H -0.692 2.394 -3.183 0.030
H -1.694 0.495 0.972 0.119
H -0.095 -0.951 2.685 0.104
H 2.028 -1.729 1.127 0.125

***

B:
11
Properties=species:S:1:pos:R:3:lowdin_charge:R:1 method="wB97M-V/def2-TZVPD" spin_multiplicity=1 e_homo_ev=-9.08 homo_lumo_gap_ha=0.3501
C -2.044 1.649 -1.833 0.164
C -1.115 0.983 -1.256 -0.198
C -0.210 0.473 -0.261 -0.306
C -0.407 0.019 1.005 -0.006
C 0.699 -0.841 1.285 -0.054
C 1.489 -0.810 0.182 -0.110
O 0.959 -0.009 -0.764 0.037
H -1.282 0.281 -2.138 0.121
H -1.265 0.229 1.629 0.121
H 0.835 -1.460 2.159 0.105
H 2.407 -1.301 -0.102 0.126

***

C:
11
Properties=species:S:1:pos:R:3:lowdin_charge:R:1 method="wB97M-V/def2-TZVPD" spin_multiplicity=1 e_homo_ev=-8.40 homo_lumo_gap_ha=0.3404
C 2.422 -0.132 -0.282 0.128
C 1.762 0.268 0.651 -0.039
C 0.376 0.173 1.011 -0.302
C -0.539 1.065 0.519 -0.028
C -1.448 0.305 -0.270 -0.052
C -1.077 -0.997 -0.119 -0.110
O -0.027 -1.110 0.701 0.011
H 2.587 -0.472 -1.278 0.046
H -0.448 2.142 0.570 0.118
H -2.189 0.686 -0.956 0.103
H -1.418 -1.928 -0.546 0.127

***

What should be chosen as the least stable of them? Choose B.

***

A:
11
Properties=species:S:1:pos:R:3:lowdin_charge:R:1 method="wB97M-V/def2-TZVPD" spin_multiplicity=1 e_homo_ev=-9.48 homo_lumo_gap_ha=0.3797
C 3.845 -0.132 0.327 0.129
C 2.640 -0.176 0.365 -0.148
C 1.259 -0.118 0.331 -0.035
C 0.068 0.057 0.206 0.069
C -1.279 0.514 -0.076 -0.300
C -2.402 -0.383 -0.378 -0.109
O -2.304 0.268 0.874 -0.023
H 4.908 -0.058 0.261 0.034
H -1.293 1.514 -0.512 0.149
H -2.250 -1.461 -0.362 0.119
H -3.193 -0.025 -1.038 0.114

***

B:
11
Properties=species:S:1:pos:R:3:lowdin_charge:R:1 method="wB97M-V/def2-TZVPD" spin_multiplicity=1 e_homo_ev=-10.25 homo_lumo_gap_ha=0.3682
C 2.851 -0.945 0.751 0.151
C 1.991 -0.106 0.675 -0.033
C 1.191 1.115 0.616 -0.452
O 1.623 2.139 1.098 0.110
C -0.091 0.953 -0.034 0.055
C -1.110 0.466 -0.458 -0.043
C -2.268 -0.367 -0.743 -0.083
H 3.691 -1.598 0.841 0.038
H -3.209 0.183 -0.788 0.080
H -2.302 -1.065 0.099 0.091
H -2.141 -0.951 -1.659 0.086

***

C:
11
Properties=species:S:1:pos:R:3:lowdin_charge:R:1 method="wB97M-V/def2-TZVPD" spin_multiplicity=1 e_homo_ev=-9.14 homo_lumo_gap_ha=0.3222
C -0.613 1.052 -0.163 -0.159
C -0.054 1.191 -1.625 0.090
C -0.869 0.170 -1.413 -0.061
C -1.056 -0.417 -0.115 -0.177
C 0.139 -0.413 0.699 -0.034
C 1.521 -0.637 0.194 -0.251
O 1.794 -0.945 -0.949 0.058
H -1.180 1.810 0.376 0.136
H -2.018 -0.706 0.284 0.140
H 0.016 -0.643 1.770 0.133
H 2.321 -0.462 0.943 0.125

***

D:
11
Properties=species:S:1:pos:R:3:lowdin_charge:R:1 method="wB97M-V/def2-TZVPD" spin_multiplicity=1 e_homo_ev=-8.71 homo_lumo_gap_ha=0.3565
C 1.577 -1.266 -2.182 0.111
C 0.814 -0.752 -1.335 -0.065
C 0.020 -0.102 -0.380 -0.437
C -0.516 -0.707 0.654 0.013
C -0.831 0.476 1.512 -0.047
C -0.754 1.608 0.758 -0.040
O -0.076 1.216 -0.458 0.035
H 2.302 -1.992 -2.809 0.094
H -0.570 -1.768 0.865 0.122
H -1.339 0.633 2.467 0.103
H -0.627 2.654 0.908 0.110

***

What should be chosen as the least stable of them? Choose C.

***

A:
9
Properties=species:S:1:pos:R:3:lowdin_charge:R:1 method="wB97M-V/def2-TZVPD" spin_multiplicity=1 e_homo_ev=-9.67 homo_lumo_gap_ha=0.3816
F 1.612 0.463 0.840 0.086
C 0.862 0.760 -0.186 -0.480
F 1.307 0.272 -1.349 0.043
C -0.593 -0.063 0.182 -0.959
S -0.551 -1.744 -0.576 0.721
Cl -1.852 0.910 -0.539 0.585
H 0.615 1.778 -0.162 0.115
H -0.555 -0.016 1.207 0.027
H -0.846 -2.358 0.583 -0.137

***

B:
9
Properties=species:S:1:pos:R:3:lowdin_charge:R:1 method="wB97M-V/def2-TZVPD" spin_multiplicity=1 e_homo_ev=-9.31 homo_lumo_gap_ha=0.3659
C -0.849 0.470 -0.264 -0.438
C 0.788 -0.499 -0.425 -0.832
F 1.201 -0.829 0.773 0.006
F 0.623 -1.682 -1.116 0.015
S -0.745 1.075 1.430 0.663
Cl 1.901 0.672 -1.298 0.609
H -1.175 1.208 -0.907 0.019
H -1.540 -0.317 -0.276 0.018
H -0.205 -0.097 2.080 -0.061

***

What should be chosen as the least stable of them? Choose B.

***

A:
30
Properties=species:S:1:pos:R:3:lowdin_charge:R:1 method="wB97M-V/def2-TZVPD" spin_multiplicity=1 e_homo_ev=-8.40 homo_lumo_gap_ha=0.3389
C 0.206 2.238 -1.820 -0.061
C -0.744 1.318 -1.129 -0.305
C -1.523 0.435 -1.878 -0.045
C -2.400 -0.468 -1.306 -0.017
C -2.629 -0.419 0.055 -0.333
O -3.652 -1.166 0.560 0.042
C -1.873 0.452 0.838 -0.027
C -0.916 1.249 0.248 -0.070
H 1.137 1.755 -2.140 0.077
H 0.556 3.040 -1.170 0.076
H -0.274 2.732 -2.659 0.078
H -1.287 0.345 -2.936 0.117
H -2.992 -1.138 -1.915 0.118
H -3.705 -1.077 1.532 0.114
H -2.031 0.445 1.915 0.114
H -0.227 1.771 0.913 0.106
C 3.500 -1.974 1.541 -0.107
C 3.136 -0.725 0.764 -0.481
C 2.057 -0.998 -0.304 -0.071
C 2.752 0.436 1.704 -0.063
H 4.196 -1.757 2.341 0.071
H 3.892 -2.794 0.928 0.077
H 2.593 -2.425 1.957 0.078
H 4.034 -0.452 0.200 0.119
H 1.272 -1.587 0.184 0.080
H 1.587 -0.080 -0.629 0.044
H 2.488 -1.626 -1.080 0.077
H 1.710 0.727 1.571 0.050
H 2.785 0.050 2.722 0.065
H 3.481 1.242 1.634 0.075

***

B:
30
Properties=species:S:1:pos:R:3:lowdin_charge:R:1 method="wB97M-V/def2-TZVPD" spin_multiplicity=1 e_homo_ev=-9.18 homo_lumo_gap_ha=0.3715
C 2.316 0.399 -2.078 0.034
C 1.899 -0.124 -0.855 -0.125
C 0.572 0.302 -0.221 -0.222
C 0.890 1.003 1.134 -0.380
C 1.578 0.238 2.254 -0.008
O 0.480 2.117 1.423 0.070
C -0.373 -0.953 -0.115 -0.276
C -1.728 -0.614 0.531 -0.159
C -2.871 -1.525 0.053 -0.194
C -2.361 -2.940 -0.286 -0.193
C -1.258 -2.937 -1.365 -0.198
C -0.591 -1.573 -1.532 -0.159
H 1.648 0.994 -2.676 0.051
H 3.312 0.186 -2.465 0.049
H 2.584 -0.753 -0.275 0.107
H 0.083 1.024 -0.846 0.133
H 1.418 0.740 3.190 0.078
H 1.176 -0.773 2.310 0.078
H 2.652 0.217 2.062 0.084
H 0.094 -1.699 0.523 0.130
H -1.670 -0.732 1.609 0.113
H -1.977 0.417 0.324 0.113
H -3.619 -1.668 0.859 0.112
H -3.375 -1.042 -0.794 0.111
H -3.191 -3.539 -0.591 0.090
H -1.940 -3.404 0.635 0.119
H -0.476 -3.673 -1.173 0.107
H -1.709 -3.232 -2.303 0.099
H -1.250 -0.861 -2.092 0.132
H 0.338 -1.639 -2.130 0.106

***

What should be chosen as the least stable of them? Choose B.

***

A:
30
Properties=species:S:1:pos:R:3:lowdin_charge:R:1 method="wB97M-V/def2-TZVPD" spin_multiplicity=1 e_homo_ev=-8.33 homo_lumo_gap_ha=0.3347
C 2.782 0.778 2.420 -0.071
C 2.285 0.567 1.005 -0.315
C 2.201 1.665 0.170 -0.070
C 1.875 1.490 -1.142 -0.012
C 1.745 0.161 -1.744 -0.336
O 1.925 0.015 -3.040 0.082
C 1.924 -0.914 -0.863 -0.041
C 2.152 -0.699 0.493 -0.083
H 2.212 1.529 3.019 0.090
H 3.887 0.662 2.479 0.089
H 2.709 -0.120 3.081 0.073
H 2.506 2.622 0.545 0.112
H 1.747 2.290 -1.936 0.128
H 2.332 0.790 -3.330 0.074
H 1.857 -1.890 -1.438 0.140
H 2.075 -1.634 1.100 0.132
C -2.924 -0.695 -1.493 -0.118
C -2.464 -0.092 -0.165 -0.419
C -3.608 0.076 0.901 -0.087
C -1.273 -1.032 0.467 -0.047
H -2.089 -0.986 -2.175 0.072
H -3.747 -0.215 -2.092 0.087
H -3.222 -1.730 -1.288 0.068
H -2.030 0.899 -0.318 0.107
H -4.337 -0.729 0.862 0.067
H -3.117 -0.099 1.880 0.071
H -4.112 1.020 0.844 0.057
H -1.867 -1.642 1.116 0.053
H -0.910 -1.615 -0.351 0.043
H -0.513 -0.473 0.992 0.056

***

B:
30
Properties=species:S:1:pos:R:3:lowdin_charge:R:1 method="wB97M-V/def2-TZVPD" spin_multiplicity=1 e_homo_ev=-8.54 homo_lumo_gap_ha=0.3442
C 1.092 -3.551 0.443 -0.058
C -0.077 -2.735 -0.004 -0.285
C -0.113 -2.246 -1.312 -0.055
C -1.046 -1.340 -1.775 -0.022
C -1.941 -0.793 -0.860 -0.337
O -2.841 0.188 -1.209 0.035
C -1.998 -1.304 0.419 -0.033
C -1.075 -2.257 0.839 -0.046
H 1.488 -3.191 1.398 0.081
H 1.905 -3.494 -0.271 0.071
H 0.873 -4.599 0.632 0.076
H 0.660 -2.631 -1.966 0.109
H -0.956 -0.949 -2.777 0.113
H -3.085 0.090 -2.133 0.101
H -2.664 -0.946 1.197 0.121
H -1.210 -2.744 1.796 0.114
C 0.208 3.585 -0.042 -0.087
C 0.655 2.133 0.158 -0.492
C 2.170 1.947 0.056 -0.082
C 0.050 1.487 1.395 -0.078
H -0.775 3.606 -0.517 0.074
H 0.855 4.105 -0.747 0.064
H 0.219 4.194 0.865 0.075
H 0.243 1.636 -0.725 0.113
H 2.616 2.129 1.037 0.077
H 2.437 0.972 -0.344 0.072
H 2.569 2.736 -0.574 0.062
H 0.194 2.142 2.258 0.081
H -1.000 1.290 1.201 0.064
H 0.551 0.538 1.561 0.070

***

What should be chosen as the least stable of them? Choose A.